No. 1
ORCA calculation (wB97M-V/def2-TZVPD) on a 8-piece molecular cluster, C42H46F5N3 overall in a non-equilibrium geometry.

Properties
E	-2291.562359	hartree
LUMO level	0.48	eV
E_HOMO	-8.84	eV
SMILES	Fc1ccccc1.Fc1ccccc1.Fc1ccccc1.Fc1ccccc1.Fc1ccccc1.CCCC#N.CCCC#N.CCCC#N

```
! wB97M-V def2-TZVPD RIJCOSX def2/J DEFGRID3
* xyz 0 1
F 6.393 2.357 2.450
C 5.392 1.705 2.998
C 5.547 0.369 3.290
C 4.502 -0.364 3.777
C 3.333 0.317 4.100
C 3.210 1.687 3.878
C 4.269 2.424 3.341
H 6.444 -0.158 3.067
H 4.638 -1.428 3.889
H 2.507 -0.254 4.521
H 2.398 2.262 4.257
H 4.129 3.473 3.132
F -3.512 4.814 0.625
C -3.241 3.832 -0.291
C -3.286 2.553 0.187
C -3.119 1.518 -0.736
C -2.839 1.845 -2.094
C -2.664 3.189 -2.514
C -2.922 4.176 -1.557
H -3.416 2.476 1.259
H -3.226 0.520 -0.376
H -2.635 1.058 -2.812
H -2.347 3.379 -3.540
H -2.912 5.207 -1.795
F 0.548 2.493 1.885
C -0.663 2.627 2.492
C -1.286 3.855 2.592
C -2.559 3.930 3.153
C -3.145 2.795 3.689
C -2.507 1.564 3.585
C -1.203 1.476 3.048
H -0.853 4.837 2.313
H -3.038 4.929 3.184
H -4.065 2.912 4.213
H -2.975 0.714 4.024
H -0.680 0.550 3.166
F 0.081 -1.155 4.507
C 0.172 -2.484 4.184
C 0.412 -3.350 5.241
C 0.612 -4.685 4.960
C 0.462 -5.106 3.655
C 0.152 -4.238 2.608
C 0.002 -2.895 2.878
H 0.519 -2.981 6.277
H 0.824 -5.350 5.763
H 0.577 -6.138 3.479
H 0.034 -4.653 1.619
H -0.146 -2.111 2.101
F -0.040 -3.640 -1.453
C 0.616 -2.710 -0.747
C 1.839 -2.931 -0.183
C 2.442 -1.856 0.449
C 1.760 -0.637 0.610
C 0.507 -0.478 0.102
C -0.092 -1.517 -0.606
H 2.364 -3.858 -0.277
H 3.434 -1.934 0.941
H 2.212 0.123 1.246
H 0.038 0.460 0.321
H -1.102 -1.461 -0.964
C -4.281 -3.869 -5.720
C -4.198 -4.329 -4.274
C -2.941 -3.965 -3.491
C -2.891 -2.544 -3.092
N -3.054 -1.414 -2.929
H -5.275 -4.082 -6.104
H -3.517 -4.383 -6.293
H -4.138 -2.795 -5.844
H -4.258 -5.399 -4.232
H -5.079 -3.964 -3.747
H -2.049 -4.167 -4.090
H -2.898 -4.583 -2.577
C 1.776 4.741 0.127
C 0.619 4.437 -0.813
C 0.857 3.210 -1.740
C 2.060 3.326 -2.517
N 2.969 3.453 -3.198
H 2.043 3.759 0.539
H 1.533 5.397 0.981
H 2.669 5.155 -0.329
H 0.431 5.338 -1.380
H -0.245 4.232 -0.212
H -0.005 3.033 -2.377
H 0.921 2.344 -1.110
C 2.278 -2.815 -4.053
C 1.077 -1.888 -4.202
C 1.414 -0.397 -3.900
C 0.306 0.502 -4.243
N -0.542 1.261 -4.438
H 1.903 -3.871 -4.075
H 2.790 -2.696 -3.107
H 2.974 -2.631 -4.884
H 0.317 -2.042 -3.410
H 0.625 -2.027 -5.215
H 2.340 -0.061 -4.328
H 1.573 -0.319 -2.834
*
```

Löwdin charges in e: F 0.087; C -0.313; C -0.028; C -0.091; C -0.093; C -0.079; C 0.000; H 0.110; H 0.107; H 0.091; H 0.096; H 0.118; F 0.030; C -0.299; C -0.019; C -0.051; C -0.090; C -0.075; C -0.038; H 0.089; H 0.086; H 0.037; H 0.101; H 0.109; F 0.031; C -0.268; C -0.029; C -0.105; C -0.104; C -0.064; C 0.002; H 0.131; H 0.123; H 0.098; H 0.098; H 0.086; F 0.019; C -0.260; C -0.019; C -0.084; C -0.090; C -0.069; C -0.010; H 0.129; H 0.101; H 0.088; H 0.103; H 0.114; F 0.052; C -0.319; C -0.036; C -0.060; C -0.090; C -0.100; C -0.007; H 0.119; H 0.118; H 0.101; H 0.087; H 0.094; C -0.099; C -0.268; C -0.185; C -0.204; N 0.186; H 0.073; H 0.071; H 0.077; H 0.099; H 0.113; H 0.117; H 0.122; C -0.112; C -0.234; C -0.170; C -0.247; N 0.150; H 0.059; H 0.077; H 0.070; H 0.108; H 0.073; H 0.082; H 0.093; C -0.106; C -0.252; C -0.175; C -0.198; N 0.173; H 0.087; H 0.058; H 0.080; H 0.079; H 0.123; H 0.114; H 0.099

=====

No. 2
ORCA calculation (wB97M-V/def2-TZVPD) on C42H46N3PdSSbSi as an isolated structure in a non-equilibrium geometry.

Properties
E	-2848.062171	hartree
LUMO level	4.02	eV
E_HOMO	0.19	eV

```
! wB97M-V def2-TZVPD RIJCOSX def2/J DEFGRID3
* xyz -2 1
Pd 0.089 0.006 0.020
S -3.499 0.906 -2.781
C -2.215 1.698 -3.637
C -2.276 2.362 -4.851
C -1.109 2.921 -5.353
C 0.086 2.806 -4.640
C 0.146 2.137 -3.431
C -1.016 1.568 -2.907
N -1.128 0.893 -1.718
C -2.332 0.472 -1.488
C -2.752 -0.307 -0.351
C -4.120 -0.539 -0.130
C -4.531 -1.330 0.920
C -3.566 -1.880 1.761
C -2.222 -1.603 1.567
C -1.735 -0.823 0.507
H -3.209 2.431 -5.398
H -1.127 3.433 -6.308
H 0.987 3.252 -5.044
H 1.071 2.034 -2.875
H -4.855 -0.086 -0.790
H -5.586 -1.519 1.086
H -3.871 -2.521 2.583
H -1.518 -2.032 2.275
C 1.057 3.557 4.856
C -0.286 4.034 4.289
N -0.457 3.786 2.874
C -0.001 4.788 1.935
C 1.490 4.732 1.580
C -0.810 2.524 2.402
C -1.476 1.599 3.384
N -0.660 2.127 1.200
H 1.063 3.639 5.946
H 1.882 4.149 4.461
H 1.226 2.514 4.582
H -0.396 5.110 4.461
H -1.090 3.538 4.834
H -0.247 5.770 2.351
H -0.587 4.669 1.021
H 2.107 5.047 2.421
H 1.695 5.401 0.741
H 1.780 3.721 1.290
H -2.370 2.058 3.816
H -0.799 1.294 4.184
H -1.763 0.710 2.834
H -0.185 2.777 0.584
C 3.525 -2.985 6.603
C 3.282 -3.933 5.617
C 2.748 -3.544 4.390
C 2.400 -2.218 4.103
C 2.657 -1.299 5.125
C 3.221 -1.654 6.345
Sb 1.243 -0.999 2.107
C 3.330 -0.800 1.595
C 4.027 -1.781 0.896
C 5.388 -1.657 0.656
C 6.087 -0.564 1.151
C 5.405 0.418 1.858
C 4.037 0.306 2.056
C 0.826 -3.008 1.364
C 0.368 -4.000 2.225
C 0.004 -5.257 1.754
C 0.088 -5.536 0.398
C 0.510 -4.545 -0.480
C 0.872 -3.291 -0.001
H 3.949 -3.281 7.558
H 3.518 -4.978 5.808
H 2.610 -4.311 3.631
H 2.405 -0.250 4.948
H 3.428 -0.901 7.103
H 3.497 -2.655 0.532
H 5.912 -2.424 0.095
H 7.159 -0.486 1.003
H 5.953 1.267 2.253
H 3.502 1.092 2.582
H 0.284 -3.775 3.282
H -0.354 -6.014 2.446
H -0.182 -6.520 0.028
H 0.534 -4.750 -1.545
H 1.175 -2.509 -0.687
C 3.695 2.978 -3.633
Si 4.244 1.893 -2.162
C 5.341 3.049 -1.130
C 5.355 0.547 -2.906
C 2.836 1.216 -1.267
C 1.835 0.775 -0.697
H 4.531 3.544 -4.054
H 2.928 3.690 -3.316
H 3.265 2.367 -4.433
H 6.214 3.392 -1.693
H 5.683 2.544 -0.226
H 4.779 3.936 -0.823
H 6.225 0.953 -3.430
H 4.774 -0.049 -3.616
H 5.710 -0.128 -2.125
*
```

Löwdin charges in e: Pd 0.387; S 1.046; C -0.491; C -0.126; C -0.121; C -0.101; C 0.001; C -0.282; N 0.045; C -0.489; C -0.276; C -0.104; C -0.134; C -0.113; C -0.160; C -0.208; H 0.093; H 0.086; H 0.083; H 0.064; H 0.063; H 0.080; H 0.088; H 0.048; C -0.071; C -0.236; N -0.112; C -0.234; C -0.075; C -0.439; C -0.036; N 0.127; H 0.067; H 0.054; H 0.066; H 0.107; H 0.095; H 0.106; H 0.108; H 0.053; H 0.068; H 0.071; H 0.079; H 0.068; H 0.049; H 0.032; C -0.164; C -0.147; C -0.166; C -0.256; C -0.199; C -0.150; Sb 1.284; C -0.419; C -0.120; C -0.118; C -0.135; C -0.128; C -0.157; C -0.402; C -0.177; C -0.118; C -0.135; C -0.113; C -0.159; H 0.072; H 0.076; H 0.069; H 0.049; H 0.075; H 0.085; H 0.088; H 0.082; H 0.087; H 0.083; H 0.082; H 0.085; H 0.080; H 0.086; H 0.065; C -0.215; Si 0.399; C -0.195; C -0.196; C -0.272; C -0.256; H 0.013; H 0.017; H 0.016; H 0.014; H 0.002; H 0.016; H 0.013; H 0.020; H 0.008